Record 1
{
  "formula": "C4H5BrClN",
  "method": "ωB97M-V/def2-TZVPD",
  "e_tot_ha": -3244.29176,
  "multiplicity": 1,
  "charge": 0,
  "elements": ["C", "C", "C", "C", "N", "Cl", "Br", "H", "H", "H", "H", "H"],
  "positions_angstrom": [[0.481482, 1.497581, -0.554948], [-0.437519, -0.727674, -1.162009], [0.435312, -0.215563, 1.522993], [-0.385666, 0.419243, -0.224686], [0.959994, 2.455999, -0.935792], [-1.961104, 1.156476, 0.175939], [1.664331, -1.755816, 1.294213], [0.619711, -1.221337, -1.171145], [-0.733189, -0.157212, -2.096943], [-1.275811, -1.521627, -0.986139], [-0.285647, -0.539812, 2.223995], [0.918106, 0.609744, 1.914524]],
  "forces_ev_per_angstrom": [[-0.6, -0.5, -0.4], [-0.3, -0.9, -1.3], [-1.0, -1.0, -3.5], [0.8, -1.8, 5.0], [1.1, 1.2, -0.3], [0.2, -0.4, 0.0], [-0.7, 1.2, 0.0], [-2.1, 0.9, -0.4], [0.7, -1.4, 0.3], [1.7, 1.6, 0.1], [-1.2, -0.4, 0.2], [1.4, 1.6, 0.4]]
}

***

Record 2
{
  "formula": "C4H5BrClN",
  "method": "ωB97M-V/def2-TZVPD",
  "s_squared": 2.02,
  "e_tot_ha": -3244.18899,
  "multiplicity": 3,
  "charge": 0,
  "elements": ["C", "C", "C", "C", "N", "Cl", "Br", "H", "H", "H", "H", "H"],
  "positions_angstrom": [[-1.128587, 1.665648, -1.540356], [-1.274163, -0.173026, 0.112839], [1.444140, 0.363938, -1.338128], [-0.610614, 1.061490, -0.379657], [-1.571416, 2.175810, -2.481259], [-0.035036, 2.193591, 0.854501], [1.431546, -1.432453, -1.665724], [-0.652968, -0.906331, -0.354144], [-2.173725, -0.256184, -0.373517], [-1.251422, -0.267908, 1.151923], [1.933704, 0.589384, -0.524691], [1.548343, 1.010645, -2.199095]],
  "forces_ev_per_angstrom": [[0.3, 0.3, 0.3], [2.7, 0.6, -1.3], [0.2, -1.2, -4.9], [-2.8, 2.5, 1.9], [0.2, -0.2, -0.1], [0.0, -0.7, -0.9], [0.1, -0.9, -0.5], [0.2, -1.3, 0.2], [-2.6, -0.3, -0.6], [-0.2, -0.1, 1.5], [2.2, 1.3, 4.3], [-0.3, -0.1, 0.0]]
}

***

Record 3
{
  "formula": "C4H5BrClNS",
  "method": "ωB97M-V/def2-TZVPD",
  "smiles": "CN1C=C(Br)[C@@H](Cl)S1",
  "e_tot_ha": -3642.49455,
  "multiplicity": 1,
  "charge": 0,
  "elements": ["C", "C", "C", "C", "N", "S", "Cl", "Br", "H", "H", "H", "H", "H"],
  "positions_angstrom": [[-1.285659, 0.428294, 0.142430], [-1.581850, 1.358666, 1.008426], [-0.365149, 1.781590, 1.924911], [0.639303, 0.093249, -1.254698], [0.031595, 0.056497, 0.071846], [1.028927, 0.798698, 1.311601], [-0.806641, 1.353214, 3.623747], [-3.290046, 1.949199, 1.472127], [-1.899684, 0.172160, -0.741282], [-0.372029, 2.839406, 1.909360], [0.448694, -0.825970, -1.846426], [0.200491, 1.015402, -1.569793], [1.648743, 0.126031, -1.211623]],
  "forces_ev_per_angstrom": [[0.1, 0.0, -2.2], [1.0, 0.9, 2.3], [-2.3, -1.5, -0.5], [-3.1, -0.7, 0.2], [1.4, -1.8, 0.9], [-1.3, 0.5, -0.4], [0.4, 0.0, 0.2], [-0.1, 0.2, -0.2], [0.2, -0.3, 1.0], [0.8, 1.1, 0.1], [-0.6, 0.7, 0.2], [0.4, 0.5, -1.9], [3.2, 0.5, 0.4]]
}

***

Record 4
{
  "formula": "C4H5BrN3O3",
  "method": "ωB97M-V/def2-TZVPD",
  "smiles": "O=C1NC([O-])=N[C@@H](NO)[C@@H]1Br",
  "e_tot_ha": -3119.42316,
  "multiplicity": 1,
  "charge": -1,
  "elements": ["C", "C", "C", "C", "N", "N", "N", "O", "O", "O", "Br", "H", "H", "H", "H", "H"],
  "positions_angstrom": [[-1.445035, 1.866852, -0.038757], [1.105892, 1.825886, -0.071274], [-1.457323, 0.467897, 0.423063], [0.043420, -0.266680, -0.410147], [-0.202310, 2.425161, 0.076464], [1.162454, 0.493175, -0.160391], [-0.069047, -1.592880, 0.264982], [-0.337060, -2.621642, -0.612873], [-2.377084, 2.520046, -0.548435], [2.090915, 2.493812, -0.061951], [-2.941824, -0.543910, -0.079391], [-1.110973, 0.271492, 1.371012], [-0.211679, -0.340672, -1.546164], [-0.205248, 3.345740, -0.144139], [-1.198206, -2.913491, -0.345378], [0.705006, -1.761265, 0.894583]],
  "forces_ev_per_angstrom": [[-1.1, 0.7, -0.8], [-1.5, -3.8, 0.3], [1.9, 0.3, -3.6], [-2.3, 0.4, 0.0], [0.3, -2.2, 0.7], [-0.4, -0.7, 0.3], [0.2, 2.2, 0.1], [1.1, -0.9, -0.6], [1.0, -1.1, 0.9], [1.8, 2.9, 0.0], [-1.0, -0.4, 0.0], [0.3, -0.2, 2.2], [0.0, -0.3, 1.9], [0.1, 3.4, -0.8], [-0.8, -0.2, 0.1], [0.5, -0.3, -0.6]]
}

***

Record 5
{
  "formula": "C4H5BrO",
  "method": "ωB97M-V/def2-TZVPD",
  "e_tot_ha": -2804.51260,
  "multiplicity": 1,
  "charge": 0,
  "elements": ["C", "C", "C", "C", "O", "Br", "H", "H", "H", "H", "H"],
  "positions_angstrom": [[-1.480128, -1.328109, -0.175120], [0.947912, 0.284593, 0.817916], [0.196431, 1.123491, -0.134440], [0.502881, -0.225063, -0.406721], [-2.200398, -0.843508, 0.624023], [1.465808, -0.945337, -1.887672], [-1.624426, -2.002423, -0.931227], [2.036003, 0.472192, 1.025182], [0.363324, 0.050323, 1.641695], [-0.825633, 1.373424, 0.120605], [0.618226, 2.040419, -0.694240]],
  "forces_ev_per_angstrom": [[3.0, 4.8, 2.3], [3.3, 1.1, 1.7], [-0.4, 4.5, -1.6], [-3.5, -4.6, -2.7], [0.5, -0.8, -0.6], [-0.1, 0.3, 0.4], [-0.5, -2.3, -2.0], [-1.2, -0.2, -0.3], [-0.7, -0.7, 1.8], [-0.2, -0.2, 0.2], [-0.1, -1.9, 0.9]]
}

***

Record 6
{
  "formula": "C4H5BrO2S",
  "method": "ωB97M-V/def2-TZVPD",
  "s_squared": 2.02,
  "e_tot_ha": -3277.86138,
  "multiplicity": 3,
  "charge": 0,
  "elements": ["C", "C", "C", "C", "O", "O", "S", "Br", "H", "H", "H", "H", "H"],
  "positions_angstrom": [[-1.224687, -0.027479, 0.112551], [-0.209872, -0.749423, -0.628121], [-1.200882, 1.150637, 0.679333], [0.605105, -0.209675, -1.465401], [2.848609, 1.698302, 1.080211], [2.750992, -0.392496, -0.238788], [3.158307, 1.023654, -0.149203], [0.758723, 1.624213, -1.841666], [-2.185470, -0.662213, 0.166973], [-0.205704, -1.863032, -0.502004], [-0.353828, 1.703164, 0.829043], [-2.175884, 1.234219, 1.264351], [1.456003, -0.565935, -2.094845]],
  "forces_ev_per_angstrom": [[0.0, -6.5, -3.1], [-6.7, -3.1, 5.9], [-3.9, 1.3, 2.3], [7.5, 4.2, -6.3], [-0.6, 0.6, 1.1], [-0.2, 0.7, -0.2], [1.2, -0.9, -0.7], [-0.8, -0.2, 0.1], [1.6, 0.9, 0.5], [-0.2, 1.1, -0.5], [1.8, 1.6, 0.4], [1.7, 1.2, -0.6], [-1.5, -0.8, 1.0]]
}

***

Record 7
{
  "formula": "C4H5BrO2S",
  "method": "ωB97M-V/def2-TZVPD",
  "s_squared": 2.02,
  "e_tot_ha": -3277.83990,
  "multiplicity": 3,
  "charge": 0,
  "elements": ["C", "C", "C", "C", "O", "O", "S", "Br", "H", "H", "H", "H", "H"],
  "positions_angstrom": [[-1.229236, -0.788787, -0.289459], [-0.652607, -1.318050, 0.738806], [-0.827082, 0.428666, -1.042956], [1.344315, -0.121214, 0.911775], [-0.081439, 1.956576, 0.953017], [1.542029, 1.804082, -0.835069], [0.608517, 1.180913, 0.000112], [2.675892, -0.962915, -0.007226], [-2.184695, -1.207813, -0.588347], [-0.808610, -2.138126, 1.430945], [-0.292001, 0.082242, -1.990934], [-1.665163, 1.055116, -1.323923], [1.570077, 0.029304, 2.043265]],
  "forces_ev_per_angstrom": [[-0.9, 0.0, 0.2], [-1.4, -1.6, 0.5], [3.5, -1.3, -0.8], [2.8, 1.6, 1.7], [-0.8, 1.2, 1.9], [1.9, 0.6, -1.7], [-3.5, -0.6, -0.5], [0.3, -0.7, -0.1], [-0.3, -0.2, -0.2], [0.0, 0.1, -0.2], [-0.8, 0.6, 0.9], [0.3, 0.6, 0.5], [-1.0, -0.2, -2.2]]
}

***

Record 8
{
  "formula": "C4H5BrSi",
  "method": "ωB97M-V/def2-TZVPD",
  "e_tot_ha": -3018.79736,
  "multiplicity": 1,
  "charge": 0,
  "elements": ["C", "C", "C", "C", "Si", "Br", "H", "H", "H", "H", "H"],
  "positions_angstrom": [[1.184548, -0.204900, 0.656424], [0.152114, -1.109311, 0.701986], [1.226775, 0.678243, -0.357431], [-0.827678, -0.913367, -0.192939], [-0.369017, 0.514582, -1.276362], [-2.531576, 2.397818, 0.743834], [1.913274, -0.436460, 1.465953], [0.100461, -1.908355, 1.333734], [2.016676, 1.445964, -0.439166], [-1.828489, -1.345306, -0.178655], [-1.037090, 0.881092, -2.457378]],
  "forces_ev_per_angstrom": [[3.5, 1.0, 0.3], [-4.0, -0.7, -2.4], [1.3, 1.8, -0.2], [-1.6, 0.0, -0.4], [-0.3, 0.0, 3.8], [1.2, -0.9, -1.1], [0.1, 1.2, -0.9], [0.0, -1.7, 2.1], [-0.6, -0.6, 0.0], [0.5, -0.4, 0.0], [-0.2, 0.5, -1.2]]
}

***

Record 9
{
  "formula": "C4H5CdLiO2",
  "method": "ωB97M-V/def2-TZVPD",
  "s_squared": 0.78,
  "e_tot_ha": -480.70788,
  "multiplicity": 2,
  "charge": 1,
  "elements": ["H", "C", "C", "C", "C", "O", "O", "Li", "Cd", "H", "H", "H", "H"],
  "positions_angstrom": [[-0.055693, -0.090227, -0.971401], [-0.407891, -1.368133, 0.521049], [-0.803051, -2.826277, 0.411967], [-1.718546, -2.831262, -0.823166], [-2.019818, -1.370288, -1.121408], [-1.645393, -0.768803, 0.116657], [0.121072, -0.735146, 1.457877], [-0.900421, 1.379663, 0.646757], [-1.632862, -0.026123, -2.646422], [-1.292556, -3.105574, 1.354591], [0.117185, -3.415718, 0.295951], [-2.692725, -3.323624, -0.668154], [-1.255666, -3.412982, -1.635950]],
  "forces_ev_per_angstrom": [[0.5, 1.1, -1.2], [-2.0, 2.2, 5.7], [2.0, -0.4, -1.0], [0.2, -0.5, -1.0], [-1.6, -1.4, 3.3], [-0.4, 0.6, -2.7], [-0.1, -1.5, -2.9], [0.4, -1.1, 0.0], [1.3, 0.4, -0.2], [0.2, 0.4, -0.2], [-0.5, -0.3, 0.0], [0.2, 0.1, 0.2], [-0.2, 0.4, 0.0]]
}